Density functional theory data (wB97M-V/def2-TZVPD) for the molecule C3H6N2OS.

Last column: Mulliken charge in e.
CARTESIAN COORDINATES (ANGSTROEM)
1 C -0.558881 -0.374230 -1.024615  -0.492
2 C -1.420189 0.679164 -0.190390  -0.557
3 C 1.290218 -0.240236 1.246841  0.039
4 H -0.692143 -1.336589 -0.530489  0.334
5 H -0.999105 -0.201222 -2.142824  0.311
6 H -2.410812 0.433173 0.171943  0.385
7 H -1.615664 1.327092 -1.113362  0.245
8 H 2.135181 -0.641194 1.691225  0.387
9 H 2.025465 -1.357572 -0.309521  0.270
10 N 0.596938 0.557152 1.943097  -0.440
11 N 1.470539 -0.426751 -0.096145  -0.147
12 O 0.795492 0.056154 -1.000791  -0.288
13 S -0.617040 1.525059 1.355030  -0.046

Cartesian forces, eV/Å:
-2.5 1.5 -0.5
0.8 1.3 -1.6
0.1 1.6 -0.5
0.4 -0.5 -0.7
1.4 -1.3 2.6
0.0 -0.9 -0.2
0.2 0.6 2.1
1.4 -1.3 1.4
-1.5 2.3 0.3
-0.3 -0.5 -0.2
5.6 -5.7 5.0
-4.6 2.9 -6.2
-1.1 0.0 -1.6

Its multiplicity is 1. Its highest occupied orbital energy is -7.69 eV. The value obtained for the lowest unoccupied orbital energy is 0.7022 eV. For the energy relative to the best compared isomer or geometry (same formula, charge and spin), the calculation gives 548.94 kJ/mol. As for the SMILES: C1=NSCCON1. For the HOMO-LUMO gap, the calculation gives 8.397 eV.